Record 1
Here is a structure of composition C51H42BrN4O4SW at a distorted geometry from OMol25. Energies are from wB97M-V/def2-TZVPD.

Computed properties:
- E_tot: -5527.78622 Eh
- Highest occupied orbital energy: -10.63 eV
- Net charge: +1
- Multiplicity: 1
- Energy relative to the best compared isomer or geometry (same formula, charge and spin): 77.4 kJ/mol

Structure (XYZ):
```
104
Properties=species:S:1:pos:R:3:forces:R:3:mulliken_charge:R:1
W -0.835375 -0.002740 -0.999738 -0.10 1.23 -1.20 0.653
O -1.293548 1.368023 0.148831 -0.21 0.12 0.74 0.748
C -0.987792 2.104354 1.337650 0.08 -0.04 -0.32 1.848
C -0.213794 1.166315 2.250996 0.00 -0.01 0.00 -1.542
C 0.965015 0.446806 1.663091 0.15 -0.11 0.15 0.010
C 1.884161 -0.068768 2.572717 -0.06 0.08 -0.12 -0.989
C 3.029506 -0.678537 2.112166 0.06 -0.03 0.04 -1.187
C 3.280299 -0.658372 0.751008 -0.08 0.08 -0.04 -0.559
C 2.335649 -0.123968 -0.105728 0.07 -0.02 0.05 -0.025
C 2.663274 0.023415 -1.557748 0.00 0.02 0.01 -1.790
C 1.849454 -0.940883 -2.412521 -0.27 0.45 -0.13 2.318
O 0.501795 -0.712334 -2.017228 0.33 -0.94 0.62 1.055
C 2.228145 -2.388250 -2.139865 0.02 -0.04 -0.18 -0.163
C 3.368739 -2.897665 -2.756578 0.06 0.00 0.09 -0.520
C 3.767134 -4.204837 -2.528637 -0.02 0.03 0.01 -1.025
C 3.012665 -5.025061 -1.700013 0.03 0.00 -0.02 -0.760
C 1.873903 -4.522085 -1.093729 -0.02 0.00 0.01 -1.357
C 1.482898 -3.204448 -1.301909 -0.02 -0.05 0.02 0.518
C 1.905454 -0.598582 -3.897064 0.07 -0.07 0.00 -0.447
C 2.917206 0.181541 -4.439875 0.00 0.03 -0.02 -0.033
C 2.952175 0.433383 -5.807274 -0.02 0.00 0.02 -1.019
C 1.970944 -0.087551 -6.633503 -0.01 0.00 0.00 -0.601
C 0.949673 -0.858447 -6.089741 -0.01 0.01 -0.03 -0.878
C 0.917858 -1.118651 -4.730779 0.02 0.01 0.02 -0.298
N 1.138298 0.330896 0.334303 0.00 -0.11 0.09 1.103
C -2.293521 2.431513 2.058438 0.04 0.09 0.04 0.074
C -3.305060 1.476762 2.101430 -0.01 -0.04 0.05 -0.207
C -4.464534 1.714152 2.821144 0.00 0.00 0.00 -1.261
C -4.621546 2.903462 3.521172 0.00 0.00 -0.01 -0.710
C -3.604484 3.843884 3.507302 0.01 0.01 0.00 -0.941
C -2.443538 3.609285 2.780042 -0.05 0.00 0.00 -0.570
C -0.240485 3.345633 0.869659 0.07 -0.01 0.05 -0.381
C 1.107198 3.561711 1.118757 0.03 0.04 0.04 -0.093
C 1.746073 4.697625 0.630592 -0.02 -0.02 -0.01 -1.119
C 1.039398 5.629383 -0.111056 -0.01 0.00 -0.01 -0.612
C -0.310446 5.418144 -0.371439 0.03 0.01 0.00 -0.979
C -0.939073 4.284395 0.111582 -0.02 -0.04 -0.04 0.252
H -0.912055 0.425095 2.646034 -0.01 -0.01 -0.05 0.525
H 0.140994 1.741958 3.108843 -0.03 -0.04 0.04 0.724
H 1.679603 0.027166 3.630716 0.01 -0.03 0.01 0.612
H 3.738960 -1.118033 2.801055 0.00 0.01 0.00 0.516
H 4.202360 -1.040658 0.336183 0.01 -0.02 0.02 0.588
H 3.728766 -0.150469 -1.698586 0.00 0.01 -0.01 0.827
H 2.426539 1.044576 -1.866244 0.01 -0.01 -0.01 0.478
H 3.945447 -2.274194 -3.429578 -0.02 0.01 -0.02 0.449
H 4.655118 -4.587313 -3.014179 -0.01 -0.01 -0.01 0.446
H 3.304834 -6.055133 -1.544606 0.00 0.00 0.02 0.421
H 1.266882 -5.166262 -0.469906 0.01 0.00 0.00 0.594
H 0.580994 -2.839821 -0.829705 -0.02 0.02 -0.04 0.254
H 3.692324 0.603200 -3.812450 0.01 -0.02 0.00 0.445
H 3.749066 1.037209 -6.221156 0.01 -0.01 0.00 0.456
H 2.002957 0.100245 -7.698672 -0.01 0.01 0.00 0.437
H 0.177782 -1.264293 -6.730727 0.00 -0.01 0.00 0.468
H 0.122302 -1.719322 -4.306529 0.00 -0.01 0.00 0.322
H -3.176966 0.536929 1.578310 0.01 0.02 0.00 0.787
H -5.245698 0.964512 2.842405 0.00 0.00 0.00 0.475
H -5.527417 3.090519 4.082268 0.00 0.00 0.01 0.426
H -3.709163 4.765746 4.064061 0.00 0.00 0.00 0.445
H -1.657532 4.353227 2.781293 0.01 0.00 -0.02 0.485
H 1.684413 2.858791 1.705505 -0.01 -0.01 0.02 0.488
H 2.796133 4.853145 0.840449 0.00 0.01 0.01 0.473
H 1.532215 6.521417 -0.474859 0.00 0.00 -0.01 0.411
H -0.873721 6.144473 -0.943252 0.00 0.00 0.00 0.454
H -1.993039 4.128862 -0.086778 -0.01 0.00 0.02 0.399
O -2.588750 2.757873 -5.611065 0.07 0.00 0.06 -0.531
C -1.835454 2.463524 -4.535560 -0.12 -0.02 -0.13 0.710
C -0.793559 3.304430 -4.104381 0.07 -0.02 0.06 -1.078
C -0.051695 2.959570 -2.997479 -0.03 -0.09 -0.03 -0.812
N -0.338070 1.817519 -2.356761 0.15 -0.02 0.08 0.177
C -1.305614 1.063127 -2.770869 -0.62 -0.25 0.24 0.135
Br -2.013074 -1.957266 -2.443400 0.06 -0.08 -0.09 -0.190
C -2.133877 1.293941 -3.841080 0.35 0.16 -0.09 -1.134
H -2.275903 3.565683 -6.034372 -0.03 0.01 -0.02 0.330
H -0.570183 4.221199 -4.635196 -0.02 -0.01 -0.02 0.436
H 0.751339 3.575977 -2.616152 0.01 0.00 0.01 0.603
H -2.923257 0.620860 -4.138682 -0.03 0.00 0.02 0.663
N -5.323891 0.017041 -0.677041 0.07 0.02 0.02 0.015
C -5.134917 1.354305 -0.944191 -0.04 -0.04 0.00 -1.182
C -3.796869 1.509784 -1.087998 -0.01 0.00 0.04 -0.089
N -3.175892 0.289931 -0.925014 -0.07 -0.15 -0.15 0.590
C -4.123665 -0.586782 -0.680467 -0.04 0.02 0.10 -0.737
H -6.203422 -0.443808 -0.520342 -0.01 0.00 -0.01 0.236
H -5.950279 2.051735 -1.004204 0.01 0.01 0.01 0.407
H -3.240973 2.409547 -1.280247 0.01 0.00 -0.01 0.283
H -3.974162 -1.638165 -0.511459 0.01 -0.01 -0.01 0.490
C 3.236991 -4.246741 6.761488 -0.11 -0.13 0.12 -1.065
C 1.815855 -3.763601 6.785676 0.06 0.16 0.01 0.771
O 1.486805 -2.638910 7.012027 -0.02 -0.01 -0.15 -0.508
S 0.557698 -5.053775 6.381955 0.14 -0.20 -0.12 -0.155
C -0.013125 -4.268518 4.891328 -0.15 0.20 0.10 -0.349
C -0.952328 -3.244026 4.965090 -0.05 -0.01 0.00 -0.464
C -1.343622 -2.575963 3.817971 0.02 -0.05 0.04 -0.517
C -0.791435 -2.923942 2.583927 -0.10 0.22 -0.06 0.276
C 0.123234 -3.973417 2.507047 0.00 -0.04 0.02 -0.193
C 0.503451 -4.645584 3.656158 0.02 -0.06 0.00 -0.531
C -1.092088 -2.139860 1.419925 0.03 -0.15 0.00 0.505
C -1.227439 -1.421974 0.451050 0.14 -0.14 0.09 -0.963
H 3.911103 -3.438237 7.031668 0.01 0.00 0.02 0.321
H 3.461158 -4.628106 5.764568 0.01 0.02 0.00 0.286
H 3.347651 -5.086003 7.450595 0.01 0.00 0.00 0.348
H -1.366422 -2.971663 5.925835 0.02 0.01 0.00 0.465
H -2.075975 -1.780438 3.874166 0.02 0.03 0.00 0.646
H 0.547111 -4.245006 1.549719 0.00 0.01 0.00 0.367
H 1.207731 -5.465379 3.599398 0.03 0.03 0.01 0.522
```
Positions in Å, forces in eV/Å.

=====

Record 2
Here is a structure of composition C51H42CsF3N4O4S at a distorted geometry from OMol25. Energies are from wB97M-V/def2-TZVPD.

Computed properties:
- E_tot: -3206.67391 Eh
- Highest occupied orbital energy: -1.89 eV
- Net charge: -2
- Multiplicity: 1

Structure (XYZ):
```
106
Properties=species:S:1:pos:R:3:forces:R:3:mulliken_charge:R:1
Cs -1.118366 0.700098 -0.215828 -0.56 0.31 0.86 1.647
O 1.310518 1.850897 -0.337515 0.07 0.10 0.16 -0.631
C 2.242417 1.856474 -1.282415 0.13 0.19 -0.23 1.695
C 1.599066 2.062385 -2.714641 -0.02 -0.05 -0.10 -1.720
C 0.863594 0.901974 -3.361934 0.02 0.28 0.09 0.563
C 1.583476 0.077848 -4.222509 0.09 -0.03 -0.02 -0.203
C 0.938037 -0.925704 -4.915018 -0.03 0.00 0.00 -1.346
C -0.418785 -1.076565 -4.729359 -0.02 -0.07 -0.06 -0.301
C -1.090455 -0.235322 -3.844158 -0.17 0.04 0.10 0.222
C -2.577918 -0.451441 -3.670584 0.21 0.07 -0.15 -1.665
C -2.944962 -1.569018 -2.625694 -0.24 0.00 -0.24 2.277
O -2.593879 -1.181218 -1.400194 0.09 -0.23 0.21 -0.828
C -2.236772 -2.887958 -3.028412 -0.05 -0.04 -0.07 -0.849
C -2.740713 -3.791139 -3.959504 -0.01 0.05 0.02 0.091
C -2.046720 -4.954064 -4.267642 0.02 -0.07 -0.03 -0.898
C -0.835263 -5.228763 -3.648565 0.02 -0.05 -0.03 -0.552
C -0.319771 -4.327546 -2.725144 0.05 0.00 0.01 -1.015
C -1.021887 -3.173604 -2.417707 0.06 0.15 -0.14 -0.262
C -4.469612 -1.847214 -2.675661 -0.01 0.02 0.07 -0.706
C -5.377126 -1.306756 -3.575237 0.02 0.01 -0.06 0.198
C -6.736944 -1.602669 -3.491754 -0.04 0.01 -0.02 -0.926
C -7.208255 -2.452054 -2.508983 -0.05 -0.01 0.00 -0.390
C -6.308978 -2.994969 -1.594498 -0.02 -0.04 0.04 -0.663
C -4.965586 -2.687958 -1.675304 0.05 0.06 -0.04 -0.373
N -0.461742 0.748469 -3.174051 0.24 -0.27 -0.44 -0.341
C 3.074562 0.545866 -1.252223 0.03 -0.11 0.07 -0.558
C 2.770406 -0.350099 -0.236012 -0.26 -0.30 0.12 0.014
C 3.359618 -1.604222 -0.155932 0.17 0.10 -0.05 -0.110
C 4.325503 -1.974679 -1.081348 0.00 -0.04 0.04 -0.818
C 4.683052 -1.071088 -2.072701 0.04 -0.02 -0.05 -0.956
C 4.064050 0.168309 -2.156106 0.08 0.03 -0.03 0.001
C 3.239460 3.042013 -1.073756 0.00 -0.03 -0.06 0.021
C 3.102445 3.765133 0.106560 -0.01 0.05 -0.04 -1.148
C 3.948122 4.825455 0.406082 -0.03 0.02 0.05 -0.211
C 4.950228 5.192728 -0.479342 0.05 0.04 0.00 -0.598
C 5.083945 4.495132 -1.670993 0.03 0.02 -0.02 -0.997
C 4.236058 3.436285 -1.963909 0.06 0.00 -0.02 0.020
H 2.369639 2.382376 -3.420918 -0.01 -0.05 -0.07 0.549
H 0.914986 2.902340 -2.585291 -0.05 -0.04 0.05 0.514
H 2.641750 0.245116 -4.357633 0.01 0.01 0.00 0.317
H 1.482240 -1.571606 -5.594451 0.00 0.00 0.00 0.389
H -0.972718 -1.846560 -5.250518 0.00 0.00 0.00 0.451
H -2.986845 -0.687171 -4.658879 0.03 -0.01 -0.01 0.495
H -3.045073 0.466942 -3.313201 0.00 0.00 0.04 0.621
H -3.692707 -3.588711 -4.438352 0.00 -0.01 -0.01 0.475
H -2.453551 -5.656875 -4.986608 -0.02 0.02 -0.01 0.389
H -0.296076 -6.138088 -3.889111 0.01 0.00 0.01 0.370
H 0.638294 -4.518293 -2.254284 0.01 0.00 0.00 0.511
H -0.637363 -2.415312 -1.745964 0.00 -0.16 0.19 0.948
H -5.043361 -0.632132 -4.352741 0.01 0.00 -0.01 0.279
H -7.427993 -1.157198 -4.198701 0.01 0.01 -0.01 0.387
H -8.265733 -2.679863 -2.442639 0.00 0.00 0.01 0.359
H -6.665510 -3.648980 -0.806708 -0.01 0.00 0.00 0.357
H -4.258857 -3.066336 -0.947833 0.00 -0.01 0.02 0.368
H 2.013481 -0.060420 0.482088 0.02 0.13 -0.14 0.333
H 3.054372 -2.278973 0.636405 0.02 -0.07 0.00 0.323
H 4.793644 -2.951582 -1.037860 -0.01 0.00 0.01 0.389
H 5.439717 -1.335375 -2.803493 0.00 -0.03 0.01 0.380
H 4.364055 0.829691 -2.959512 -0.04 0.04 0.01 0.251
H 2.285155 3.462754 0.749055 -0.03 -0.03 0.04 0.593
H 3.816764 5.373699 1.333086 0.00 0.00 -0.01 0.401
H 5.613614 6.018825 -0.252390 -0.01 0.00 0.01 0.367
H 5.852086 4.779250 -2.381820 0.00 0.00 0.00 0.390
H 4.368121 2.924838 -2.908591 -0.01 -0.02 -0.01 0.158
O 3.771161 -4.073364 4.195717 0.05 0.00 -0.03 -0.558
C 2.605662 -4.595936 3.584668 -0.02 -0.07 -0.03 -0.927
C 1.689731 -3.548505 2.998274 0.00 0.05 0.03 0.556
C 0.700974 -3.904383 2.089357 0.04 -0.01 -0.01 -1.026
C -0.115017 -2.912402 1.569700 -0.01 -0.07 -0.06 -0.560
N 0.003461 -1.628912 1.885584 0.14 0.15 0.12 -0.065
C 0.955405 -1.278489 2.752735 -0.04 0.18 -0.01 -0.130
C 1.812796 -2.210251 3.339053 -0.10 -0.13 -0.03 -0.174
C 1.116384 0.188788 3.016652 -0.04 -0.10 -0.05 0.748
C 2.379442 0.714897 3.233442 -0.02 0.05 -0.05 -0.425
C 2.519674 2.092338 3.344260 0.06 0.00 0.01 0.305
C 3.890740 2.706931 3.489068 -0.03 0.00 0.00 -0.874
O 4.801283 2.245456 2.509200 0.03 -0.02 -0.02 -0.589
C 1.383295 2.870434 3.241280 -0.14 0.13 0.07 -1.085
C 0.145487 2.261095 3.038437 0.34 0.02 -0.12 -0.240
N 0.020302 0.947443 2.934101 -0.13 -0.28 -0.08 -0.025
H 4.249296 -3.559655 3.535050 -0.01 0.02 0.01 0.327
H 2.087362 -5.150393 4.369932 -0.02 0.03 -0.01 0.353
H 2.867272 -5.317293 2.800190 -0.03 0.02 0.02 0.361
H 0.571909 -4.931105 1.768454 0.02 -0.02 0.01 0.433
H -0.884473 -3.152684 0.842719 -0.03 0.02 -0.01 0.434
H 2.557940 -1.908053 4.061110 -0.01 0.07 0.00 0.800
H 3.255939 0.080027 3.229175 0.02 0.01 0.00 0.410
H 4.332377 2.427064 4.449005 -0.05 0.02 0.01 0.503
H 3.796733 3.800384 3.473223 0.03 -0.03 -0.03 0.241
H 4.432157 2.447862 1.636229 0.02 0.00 0.03 0.331
H 1.452659 3.951234 3.282839 -0.03 0.00 -0.01 0.295
H -0.758122 2.845125 2.892835 -0.05 -0.01 0.15 0.490
F -6.377156 5.282823 4.572572 0.10 0.01 0.09 -0.238
C -5.291220 5.048806 5.336464 -0.03 -0.01 -0.06 0.660
F -4.584665 6.196236 5.389438 -0.05 -0.06 -0.03 -0.238
F -5.786187 4.890680 6.605961 -0.02 0.02 0.01 -0.330
C -4.494817 3.850170 4.914121 -0.03 0.13 0.05 -0.056
C -4.323107 2.833319 5.829021 0.07 -0.16 0.06 -0.090
C -3.593437 1.702170 5.484590 -0.06 0.13 -0.04 -0.966
C -3.093249 1.661413 4.188418 -0.07 -0.13 0.09 0.076
N -3.253691 2.615897 3.290356 0.26 0.02 -0.07 -0.401
C -3.913278 3.761181 3.607724 -0.19 0.08 -0.05 -0.019
S -4.023037 5.004947 2.449554 0.05 0.05 -0.01 -0.531
H -4.757449 2.920449 6.816897 0.01 0.00 -0.02 0.424
H -3.433873 0.893760 6.184052 0.02 -0.04 -0.02 0.380
H -2.519617 0.803124 3.847397 -0.01 -0.03 0.02 0.376
```
Positions in Å, forces in eV/Å.